# 1
DFT (the ωB97M-V functional and the def2-TZVPD basis) results for a structure of composition C17H33N3OPtSi in a non-equilibrium geometry.

Values from the calculation:
**E_HOMO**: 0.68 eV
**Energy relative to the best compared isomer or geometry (same formula, charge and spin)**: 2.7 kcal per mole
**Charge**: -2
**HOMO-LUMO gap**: 4.55 eV
**Energy**: -35805.4898 eV

Geometry (Å):
Pt (-1.251, 0.149, 0.311)
Si (3.152, -0.969, -0.092)
O (-0.868, 0.193, 2.539)
N (-2.148, 1.241, -0.912)
N (1.536, -1.087, -0.421)
N (-0.690, -1.775, -0.374)
C (-1.116, 1.379, 3.183)
C (4.069, -2.601, 0.222)
C (-3.030, -2.338, -0.294)
C (-0.066, 2.236, -1.952)
C (-1.556, 0.677, -3.182)
C (3.405, 0.087, 1.436)
C (-1.372, -3.782, -1.507)
C (-1.633, -2.651, -0.746)
C (0.647, -1.971, -0.737)
C (-0.229, 2.521, 2.642)
C (-0.813, 1.209, 4.680)
C (-2.591, 1.812, 3.035)
C (4.142, -0.154, -1.471)
C (-1.525, 1.773, -2.116)
C (-0.044, -4.035, -1.868)
C (0.939, -3.174, -1.490)
C (-2.350, 2.968, -2.616)
H (-1.457, 0.421, 5.086)
H (-3.234, 1.066, 3.517)
H (0.388, 2.499, -2.921)
H (0.228, 0.895, 4.798)
H (1.973, -3.359, -1.754)
H (4.176, -3.176, -0.704)
H (0.203, -4.916, -2.455)
H (-3.074, -2.339, 0.797)
H (-2.581, 0.314, -3.309)
H (-1.184, 1.052, -4.144)
H (-2.319, 3.773, -1.874)
H (-0.456, 3.490, 3.110)
H (-3.392, 2.663, -2.746)
H (-1.966, 3.358, -3.569)
H (5.186, -0.005, -1.164)
H (4.316, -0.162, 1.993)
H (-2.842, 1.844, 1.972)
H (4.134, -0.778, -2.372)
H (2.533, -0.036, 2.088)
H (-2.789, 2.796, 3.484)
H (-2.179, -4.445, -1.789)
H (-3.291, -1.324, -0.607)
H (-0.027, 3.115, -1.299)
H (-3.745, -3.062, -0.695)
H (3.521, -3.228, 0.935)
H (-0.384, 2.598, 1.563)
H (3.716, 0.820, -1.733)
H (-0.935, -0.162, -2.856)
H (3.444, 1.149, 1.166)
H (0.824, 2.274, 2.818)
H (5.071, -2.414, 0.627)
H (-0.978, 2.135, 5.251)
H (0.513, 1.437, -1.483)

=====

# 2
DFT (the ωB97M-V functional and the def2-TZVPD basis) results for the molecule C17H33NO2.

Values from the calculation:
**E_HOMO**: -8.53 eV
**Energy relative to the best compared isomer or geometry (same formula, charge and spin)**: 2.1 kcal per mole
**Charge**: 0
**HOMO-LUMO gap**: 9.43 eV
**Energy**: -23750.3522 eV

Geometry (Å):
O (-5.060, -1.392, 0.876)
O (-6.570, -0.009, -0.033)
N (3.648, -0.141, 0.528)
C (4.779, -2.573, -0.576)
C (-5.328, -0.494, 0.123)
C (4.990, -1.205, -1.214)
C (3.455, 0.984, 1.425)
C (3.469, -2.555, 0.202)
C (0.122, 0.201, 0.096)
C (2.375, 2.276, -0.523)
C (-4.353, 0.238, -0.767)
C (-7.586, -0.624, 0.746)
C (4.932, -0.113, -0.149)
C (3.308, 2.323, 0.692)
C (-1.936, 0.545, -1.424)
C (-2.913, -0.202, -0.520)
C (0.149, 1.632, 0.637)
C (0.915, 2.629, -0.233)
C (3.478, -1.411, 1.212)
C (-0.496, 0.048, -1.295)
H (5.056, 0.860, -0.625)
H (2.638, -2.406, -0.490)
H (-2.669, -0.025, 0.527)
H (0.121, 0.579, -2.022)
H (0.591, 1.614, 1.634)
H (-2.834, -1.276, -0.698)
H (5.606, -2.790, 0.105)
H (-2.250, 0.417, -2.464)
H (0.397, 2.733, -1.190)
H (-1.980, 1.613, -1.202)
H (2.738, 2.995, -1.262)
H (2.545, 0.783, 1.995)
H (2.438, 1.285, -0.970)
H (1.143, -0.178, 0.055)
H (0.881, 3.607, 0.256)
H (-4.471, 1.309, -0.590)
H (-8.502, -0.077, 0.540)
H (4.286, 1.070, 2.152)
H (-0.874, 1.997, 0.753)
H (4.203, -1.022, -1.946)
H (5.764, -0.252, 0.569)
H (4.297, 2.652, 0.364)
H (-7.695, -1.674, 0.466)
H (2.950, 3.064, 1.410)
H (5.953, -1.163, -1.726)
H (-7.335, -0.570, 1.807)
H (-0.429, -0.422, 0.803)
H (3.317, -3.501, 0.724)
H (-0.470, -1.012, -1.561)
H (2.527, -1.392, 1.751)
H (-4.643, 0.049, -1.804)
H (4.284, -1.581, 1.951)
H (4.759, -3.351, -1.341)

=====

# 3
DFT (the ωB97M-V functional and the def2-TZVPD basis) results for the molecule C17H33NO2.

Values from the calculation:
**E_HOMO**: -8.35 eV
**Energy relative to the best compared isomer or geometry (same formula, charge and spin)**: 1.0 kcal per mole
**Charge**: 0
**HOMO-LUMO gap**: 9.24 eV
**Energy**: -23750.4015 eV

Geometry (Å):
O (2.345, 0.100, -3.088)
O (4.325, 0.932, -3.720)
N (-2.969, 1.512, 1.516)
C (3.690, -2.337, -2.336)
C (-0.212, -1.640, 0.484)
C (1.289, -1.475, 0.254)
C (-1.592, 1.910, 1.283)
C (3.760, 2.235, -3.743)
C (4.077, -1.841, -0.945)
C (-5.708, 1.576, 2.457)
C (-3.930, 2.414, 0.912)
C (4.214, -1.399, -3.423)
C (3.528, -2.712, 0.186)
C (2.002, -2.825, 0.220)
C (-5.333, 1.820, 1.000)
C (-3.267, 1.333, 2.924)
C (-0.632, 0.722, 1.358)
C (-4.641, 0.696, 3.097)
C (3.500, -0.067, -3.378)
C (-0.990, -0.337, 0.317)
H (-4.638, -0.281, 2.611)
H (-3.921, 3.406, 1.404)
H (1.440, -0.952, -0.692)
H (-2.059, -0.540, 0.405)
H (3.297, 2.463, -2.781)
H (3.870, -2.292, 1.135)
H (-2.507, 0.684, 3.363)
H (4.580, 2.920, -3.946)
H (3.001, 2.305, -4.524)
H (-5.760, 2.531, 2.986)
H (1.654, -3.395, -0.644)
H (4.024, -1.830, -4.409)
H (5.168, -1.817, -0.865)
H (-6.688, 1.099, 2.524)
H (-0.386, -2.044, 1.485)
H (-1.531, 2.333, 0.277)
H (3.718, -0.819, -0.818)
H (-4.847, 0.552, 4.160)
H (-3.240, 2.301, 3.463)
H (-5.345, 0.872, 0.460)
H (-1.271, 2.694, 1.995)
H (1.725, -3.394, 1.112)
H (-0.597, -2.368, -0.235)
H (-3.659, 2.554, -0.137)
H (-0.663, 0.276, 2.353)
H (-0.806, 0.065, -0.681)
H (5.286, -1.226, -3.326)
H (-6.046, 2.497, 0.527)
H (2.605, -2.380, -2.423)
H (0.381, 1.091, 1.191)
H (4.090, -3.340, -2.494)
H (1.719, -0.866, 1.052)
H (3.950, -3.716, 0.099)

=====

# 4
DFT (the ωB97M-V functional and the def2-TZVPD basis) results for a structure of composition C17H33OSm in a non-equilibrium geometry.

Values from the calculation:
**E_HOMO (alpha / beta)**: -15.83 / -15.79 eV
**Charge**: +2
**HOMO-LUMO gap (alpha / beta)**: 8.01 / 8.47 eV
**Energy**: -38098.3501 eV
**2S+1**: 6
**Expectation value of S²**: 8.77

Geometry (Å):
Sm (0.000, 0.000, 0.000)
O (-0.725, -0.020, 2.162)
C (0.628, -1.426, -1.716)
C (0.464, 3.490, -1.064)
C (-3.067, -0.885, -1.172)
C (0.647, 4.571, -2.135)
C (0.358, -0.442, 2.988)
C (1.584, 0.478, 3.011)
C (1.743, 2.682, -0.819)
C (-1.863, 1.440, 3.766)
C (-1.566, -2.582, 1.050)
C (-0.638, -0.804, -2.078)
C (0.452, -2.166, -0.548)
C (1.865, -1.341, -2.547)
C (-0.899, -1.884, -0.089)
C (-1.602, -1.157, -1.134)
C (1.420, -3.090, 0.108)
C (-1.157, 1.305, 2.416)
C (-0.850, -0.007, -3.322)
H (2.560, 3.334, -0.489)
H (-0.027, 0.684, -3.511)
H (-0.879, -2.756, 1.876)
H (1.593, 1.915, -0.052)
H (-0.001, -0.643, 4.020)
H (-2.706, 0.719, 3.826)
H (1.254, -4.123, -0.209)
H (-1.764, 0.583, -3.275)
H (-0.345, 2.811, -1.364)
H (-3.613, -1.732, -1.597)
H (-1.950, -3.554, 0.730)
H (2.451, -2.837, -0.134)
H (-0.924, -0.657, -4.198)
H (-2.406, -2.009, 1.439)
H (-1.162, 1.257, 4.605)
H (0.941, 4.126, -3.094)
H (-0.348, 2.054, 2.295)
H (0.714, -1.414, 2.606)
H (2.751, -1.634, -1.986)
H (1.362, 1.448, 3.501)
H (-3.472, -0.704, -0.177)
H (1.431, 5.280, -1.845)
H (2.038, -0.332, -2.922)
H (-3.302, -0.010, -1.777)
H (-1.909, 1.554, 1.639)
H (0.142, 3.957, -0.125)
H (1.331, -3.066, 1.194)
H (2.388, -0.004, 3.607)
H (-0.276, 5.137, -2.296)
H (1.958, 0.646, 1.981)
H (1.798, -1.995, -3.420)
H (2.070, 2.179, -1.737)
H (-2.264, 2.470, 3.872)

=====

# 5
DFT (the ωB97M-V functional and the def2-TZVPD basis) results for a structure of composition C17H34AsBeNO2S3Sb in a non-equilibrium geometry.

Values from the calculation:
**E_HOMO**: -10.63 eV
**Energy relative to the best compared isomer or geometry (same formula, charge and spin)**: 43.7 kcal per mole
**Charge**: +1
**HOMO-LUMO gap**: 7.68 eV
**Energy**: -124043.8173 eV

Geometry (Å):
Sb (0.594, -2.583, 1.601)
As (-1.802, 2.223, 0.556)
S (-0.556, 0.154, -3.514)
S (-0.829, -0.539, -1.657)
S (2.214, -0.548, -2.811)
O (1.567, 0.701, -5.013)
O (1.054, 0.701, 0.596)
N (1.001, 2.468, -1.185)
C (3.321, 2.977, -1.070)
C (-2.696, 3.724, -0.104)
C (1.200, 0.061, -3.886)
C (0.240, -5.576, 0.740)
C (1.898, 4.187, -2.572)
C (0.591, 1.153, -5.975)
C (0.191, -3.629, 4.632)
C (2.227, 2.194, -0.728)
C (2.382, 0.959, 0.146)
C (-3.327, 1.258, 1.267)
C (-2.336, -2.130, 0.797)
C (-1.458, -2.479, 1.957)
C (-1.122, 3.026, 2.149)
C (0.823, 3.414, -2.131)
C (1.227, -3.434, 3.526)
C (3.172, 3.973, -2.019)
C (0.578, -4.223, 0.199)
Be (-0.144, 1.226, -0.641)
H (1.592, -4.234, -0.176)
H (1.815, -4.330, 3.146)
H (0.970, -0.215, 0.974)
H (-0.061, 1.920, -5.482)
H (-0.106, -2.682, 4.982)
H (1.774, 4.904, -3.336)
H (3.048, 1.209, 0.992)
H (0.428, -6.315, -0.054)
H (-2.049, 4.575, -0.148)
H (-3.364, -2.121, 1.114)
H (2.789, 0.209, -0.511)
H (-0.655, 2.286, 2.793)
H (-0.716, -4.164, 4.265)
H (-3.788, 0.790, 0.371)
H (-3.210, 3.619, -1.055)
H (2.050, -2.743, 3.876)
H (1.222, 1.720, -6.623)
H (-1.714, -3.456, 2.360)
H (-2.962, 0.517, 1.977)
H (-1.764, -1.784, 2.683)
H (4.271, 2.709, -0.714)
H (-4.055, 1.943, 1.629)
H (-0.831, -5.543, 1.102)
H (0.836, -5.896, 1.622)
H (-1.982, 3.420, 2.682)
H (0.044, -3.829, -0.669)
H (-2.142, -1.139, 0.469)
H (0.607, -4.165, 5.447)
H (-3.385, 3.887, 0.766)
H (-0.158, 3.672, -2.472)
H (0.023, 0.360, -6.423)
H (-2.176, -2.719, -0.046)
H (-0.407, 3.821, 1.927)
H (4.046, 4.517, -2.325)

=====

# 6
DFT (the ωB97M-V functional and the def2-TZVPD basis) results for a structure of composition C17H34BiGeN4O4 in a non-equilibrium geometry.

Values from the calculation:
**E_HOMO (alpha / beta)**: -17.95 / -17.96 eV
**Energy relative to the best compared isomer or geometry (same formula, charge and spin)**: 63.7 kcal per mole
**Charge**: +3
**HOMO-LUMO gap (alpha / beta)**: 4.73 / 4.81 eV
**Energy**: -94655.4432 eV

Geometry (Å):
Bi (-1.606, -1.743, 0.150)
Ge (0.641, -0.664, -1.210)
O (-2.108, 0.245, -0.185)
O (-6.870, -0.207, -3.548)
O (-3.427, 1.722, -1.210)
O (-5.673, 1.576, -2.973)
N (-1.687, -0.525, 2.634)
N (-0.550, -0.682, 3.365)
N (-3.939, -2.667, -2.186)
N (-3.193, -1.789, -1.492)
C (-0.171, 0.224, 4.479)
C (2.993, -2.055, -2.386)
C (2.814, -1.349, -3.720)
C (2.792, 0.165, -3.572)
C (1.680, -2.300, -1.615)
C (2.682, 2.390, -1.006)
C (-3.119, 0.589, -1.031)
C (-4.928, -2.046, -2.831)
C (-3.754, -0.575, -1.700)
C (-1.049, -0.252, 5.677)
C (-5.894, 0.279, -3.070)
C (1.199, 0.637, 0.162)
C (-0.436, 1.678, 4.121)
C (1.308, -0.021, 4.786)
C (2.617, 1.205, -0.048)
C (4.122, 2.799, -1.303)
C (-4.845, -0.686, -2.548)
H (3.637, -1.624, -4.380)
H (1.559, 0.459, 5.729)
H (2.169, 2.156, -1.942)
H (3.321, 0.423, -0.350)
H (2.038, 0.463, -2.819)
H (0.451, 1.434, 0.173)
H (1.888, -2.795, -0.663)
H (-0.414, -1.666, 3.617)
H (4.578, 3.281, -0.437)
H (4.742, 1.932, -1.543)
H (-2.518, -0.881, 3.120)
H (-5.647, -2.565, -3.450)
H (-0.006, 2.305, 4.901)
H (-2.113, -0.098, 5.489)
H (2.129, 3.233, -0.584)
H (-1.811, 0.473, 2.440)
H (2.967, 1.543, 0.933)
H (1.027, -2.959, -2.192)
H (3.750, 0.549, -3.219)
H (1.535, -1.086, 4.888)
H (-0.027, -0.038, -2.441)
H (-1.501, 1.923, 4.076)
H (1.148, 0.102, 1.120)
H (1.945, 0.407, 4.010)
H (3.391, -3.061, -2.551)
H (-0.866, -1.298, 5.931)
H (2.542, 0.668, -4.504)
H (-0.750, 0.363, 6.528)
H (4.175, 3.504, -2.130)
H (0.048, 1.953, 3.180)
H (-4.878, 1.833, -2.477)
H (-3.728, -3.655, -2.209)
H (1.907, -1.702, -4.221)
H (3.714, -1.525, -1.761)

=====

# 7
DFT (the ωB97M-V functional and the def2-TZVPD basis) results for a cluster of 2 separate species, C17H34N5O9P2S in total in a non-equilibrium geometry.

Values from the calculation:
**E_HOMO**: -5.29 eV
**Charge**: -1
**HOMO-LUMO gap**: 6.97 eV
**Energy**: -73473.9987 eV

Geometry (Å):
S (3.521, -4.902, 2.458)
P (2.517, 3.108, -2.997)
P (-1.784, -0.118, 2.374)
O (-1.299, 0.341, 3.847)
O (-0.894, 0.353, 1.301)
O (-0.491, -5.068, 1.796)
O (-1.870, -2.690, 0.110)
O (0.347, -2.542, -0.114)
O (-4.768, -1.533, 4.146)
O (3.766, 2.372, -2.539)
O (-3.209, 0.643, 2.168)
O (-0.817, -4.461, 3.871)
N (2.583, 4.375, -1.829)
N (-2.518, -2.241, 3.724)
N (-3.143, -4.818, 0.220)
N (1.404, 1.844, -2.598)
N (1.251, 3.896, -3.890)
C (-3.674, -1.910, 3.929)
C (-2.016, -1.961, 2.318)
C (1.509, 4.899, -1.016)
C (0.809, 1.745, -1.275)
C (0.555, -1.980, 2.788)
C (1.602, 5.106, -4.625)
C (-0.646, -4.197, 2.680)
C (2.376, -3.576, 1.837)
C (1.841, 0.516, -3.032)
C (3.716, 5.284, -1.915)
C (-0.132, 3.485, -4.055)
C (-3.965, -1.741, 0.522)
C (1.779, -2.879, 3.078)
C (-0.655, -2.723, 2.162)
C (-3.444, -4.003, 1.392)
C (-0.593, -2.651, 0.606)
C (-2.826, -2.555, 1.170)
H (-0.717, 3.708, -3.159)
H (1.615, -3.581, 3.898)
H (0.634, 5.219, -1.599)
H (4.579, 4.791, -2.366)
H (-0.602, 4.017, -4.889)
H (0.984, -0.157, -3.103)
H (-2.237, -5.267, 0.333)
H (0.112, 2.566, -1.094)
H (-3.843, -5.542, 0.123)
H (3.480, 6.170, -2.523)
H (1.191, 4.181, -0.260)
H (1.242, 6.001, -4.102)
H (0.218, -1.604, 3.763)
H (0.204, 0.842, -1.185)
H (-3.107, -4.478, 2.324)
H (2.572, 0.076, -2.346)
H (-4.568, -2.389, -0.121)
H (1.633, -4.095, 1.234)
H (4.032, 5.619, -0.923)
H (2.683, 5.194, -4.738)
H (-0.228, 2.429, -4.288)
H (-4.648, -1.420, 1.323)
H (2.569, -2.201, 3.446)
H (1.564, 1.727, -0.479)
H (-3.583, -0.898, -0.059)
H (3.022, -2.921, 1.250)
H (0.888, -1.169, 2.132)
H (2.789, -6.025, 2.267)
H (1.185, 5.103, -5.635)
H (-4.539, -3.955, 1.437)
H (-1.178, 1.297, 3.758)
H (-3.101, 1.255, 1.431)
H (1.835, 5.776, -0.454)
H (2.294, 0.565, -4.026)

=====

# 8
DFT (the ωB97M-V functional and the def2-TZVPD basis) results for the molecule C17H34O2.

Values from the calculation:
**E_HOMO**: -10.29 eV
**Energy relative to the best compared isomer or geometry (same formula, charge and spin)**: 10.0 kcal per mole
**Charge**: 0
**HOMO-LUMO gap**: 11.25 eV
**Energy**: -22276.6050 eV

Geometry (Å):
O (7.179, -0.707, -0.535)
O (5.900, -2.146, 0.608)
C (5.096, 0.055, 0.417)
C (0.133, 2.242, -0.683)
C (-5.007, 0.100, -0.046)
C (-2.980, 1.607, -0.236)
C (2.078, 0.966, 0.379)
C (1.020, 2.059, 0.547)
C (6.188, -0.938, 0.104)
C (4.202, 0.222, -0.820)
C (-2.141, 2.688, 0.443)
C (-7.136, -1.302, 0.135)
C (-7.556, -3.609, -0.797)
C (-4.145, 1.156, 0.642)
C (-6.522, -2.658, -0.204)
C (-1.016, 3.225, -0.444)
C (-6.168, -0.351, 0.838)
C (6.838, -3.178, 0.340)
C (3.149, 1.318, -0.651)
H (0.394, 1.795, 1.402)
H (0.739, 2.622, -1.508)
H (7.810, -2.928, 0.771)
H (6.957, -3.313, -0.737)
H (-2.798, 3.521, 0.707)
H (-1.444, 3.508, -1.409)
H (-5.708, -2.527, -0.919)
H (5.556, 1.013, 0.662)
H (-1.728, 2.294, 1.373)
H (-8.000, -1.463, 0.785)
H (3.708, -0.727, -1.036)
H (-7.979, -3.190, -1.707)
H (3.640, 2.250, -0.362)
H (6.439, -4.080, 0.797)
H (-5.403, 0.511, -0.978)
H (-0.608, 4.130, 0.011)
H (2.675, 1.479, -1.621)
H (-8.366, -3.781, -0.092)
H (-0.267, 1.274, -0.988)
H (-6.723, 0.533, 1.162)
H (4.519, -0.310, 1.264)
H (1.513, 3.006, 0.780)
H (-3.370, 1.995, -1.180)
H (2.553, 0.801, 1.348)
H (-2.356, 0.742, -0.466)
H (-7.102, -4.567, -1.039)
H (-4.381, -0.757, -0.300)
H (-5.772, -0.836, 1.734)
H (1.589, 0.035, 0.085)
H (-7.499, -0.832, -0.783)
H (-3.756, 0.750, 1.579)
H (4.841, 0.471, -1.670)
H (-6.102, -3.100, 0.703)
H (-4.765, 2.021, 0.891)